# C3H9NO

A cluster of 3 separate species, C3H9NO in total in a non-equilibrium geometry (the ωB97M-V functional and the def2-TZVPD basis, OMol25).

Each atom is followed by the atoms it is bonded to, with distances in Å.
Atoms and positions in Å:
1 C 2.034 0.443 -0.059  O2 1.458, H4 1.088, H5 1.088, H6 1.089
2 O 1.219 -0.766 -0.102  C1 1.458, H11 1.198
3 H 2.011 -1.721 0.393  no bonds
4 H 1.439 1.350 0.016  C1 1.088
5 H 2.605 0.494 -0.984  C1 1.088
6 H 2.703 0.377 0.798  C1 1.089
7 C -1.959 -0.567 -0.468  C8 1.490, H12 1.092, H13 1.097, H14 1.092
8 C -0.976 0.170 0.375  C7 1.490, N9 1.252
9 N -1.033 1.339 0.818  C8 1.252, H10 1.032
10 H -1.848 1.890 0.505  N9 1.032
11 H 0.398 -0.721 0.770  O2 1.198
12 H -1.509 -0.797 -1.436  C7 1.092
13 H -2.869 0.020 -0.641  C7 1.097
14 H -2.214 -1.513 0.016  C7 1.092

The value obtained for the orbital gap (spin up / spin down) is 6.40 / 6.40 eV. The calculation puts the energy at -6788.6351 eV. The calculation puts the energy above the lowest of the compared OMol25 structures with the same formula, charge and spin at 619.5 kJ/mol.